{"formula": "C4H4IN", "method": "wB97M-V/def2-TZVPD", "species": ["C", "C", "C", "C", "N", "I", "H", "H", "H", "H"], "coordinates": [[1.726530, -0.701270, -0.835013], [-1.043201, 0.246947, 0.551995], [-0.346411, -0.957156, 0.377718], [-0.819434, 1.230817, -0.339346], [0.819042, -0.905615, -0.079180], [3.712096, -0.401969, -0.365605], [-0.292610, 1.194505, -1.295952], [-1.731264, 0.109853, 1.418960], [-0.639033, -1.974704, 0.675008], [-1.385716, 2.158590, -0.108586]], "atomic_forces_ev_per_a": [[1.1382, -0.0556, -1.6039], [-0.8804, 0.1719, -0.1235], [0.2570, -2.7254, 1.0534], [-2.1871, 1.4546, 1.4815], [0.8570, -0.2395, -0.5499], [0.2464, 0.1014, 0.4083], [0.2296, -0.3278, 0.7188], [0.2164, 1.4365, -0.8573], [-0.4298, 0.6692, 0.0730], [0.5528, -0.4853, -0.6004]], "lowdin_charge": [-0.65, -0.17, -0.20, 0.02, -0.12, 0.73, 0.07, 0.12, 0.13, 0.06], "energy_ha": -507.132880, "e_above_lowest_kj_mol": 315.2}

***

{"formula": "C4H4IN", "method": "wB97M-V/def2-TZVPD", "species": ["C", "C", "I", "C", "C", "N", "H", "H", "H", "H"], "coordinates": [[0.978092, -1.239965, 0.025056], [-0.196519, -0.346148, 0.031110], [-2.088698, -1.232040, 0.212157], [-0.094027, 1.110741, -0.107912], [-1.206959, 1.941495, -0.041090], [-2.102681, 2.659393, 0.008290], [1.072209, -1.742059, 0.990372], [0.862500, -2.019954, -0.730643], [1.892142, -0.678871, -0.172160], [0.883938, 1.547406, -0.215178]], "atomic_forces_ev_per_a": [[0.2044, -0.2017, -0.0304], [-0.2792, 5.2920, -0.5608], [0.4640, 0.1987, 0.0057], [0.3336, -6.0919, 0.6244], [-0.6533, 0.5941, -0.0585], [-0.2534, 0.1526, 0.0261], [0.0019, -0.0080, -0.0069], [0.0322, 0.0358, 0.0189], [-0.0285, -0.0025, 0.0102], [0.1782, 0.0309, -0.0289]], "lowdin_charge": [-0.18, -0.73, 0.90, -0.15, -0.34, 0.16, 0.08, 0.08, 0.08, 0.10], "energy_ha": -507.221313, "smiles": "C/C(I)=C/C#N", "e_above_lowest_kj_mol": 83.0}

***

{"formula": "C4H4INO2", "method": "wB97M-V/def2-TZVPD", "species": ["C", "C", "C", "C", "N", "O", "O", "I", "H", "H", "H", "H"], "coordinates": [[-0.977052, 0.409612, 1.425485], [-0.628898, -0.274701, 0.423385], [-1.333326, -1.696022, 0.032511], [0.491499, -0.086564, -0.551800], [-3.517097, -1.119872, 0.893625], [-0.637555, -2.550193, -0.408439], [-2.628640, -1.809726, 0.161460], [-4.503992, 0.314764, -0.131357], [-1.604680, 0.652500, 2.244064], [1.063417, 0.801916, -0.307662], [0.101603, -0.003781, -1.564776], [1.139711, -0.959605, -0.530908]], "atomic_forces_ev_per_a": [[-0.5268, 0.8895, 0.9428], [-0.4687, -2.4476, -1.7549], [2.9611, 2.4202, 0.6712], [0.4063, 0.2911, 0.0843], [0.7430, 0.3378, 1.3052], [-0.5190, -0.5768, -0.1714], [-2.2552, -1.3381, -0.8613], [-0.0905, 0.2735, -0.5073], [-0.2871, -0.0213, 0.3365], [0.0547, 0.0918, -0.0305], [-0.0578, 0.0524, -0.0450], [0.0402, 0.0276, 0.0303]], "lowdin_charge": [0.19, -0.30, -0.46, -0.06, -0.43, 0.15, -0.16, 0.77, 0.04, 0.08, 0.09, 0.08], "energy_ha": -657.513380, "e_above_lowest_kj_mol": 625.8}

***

{"formula": "C4H4INOS", "method": "wB97M-V/def2-TZVPD", "species": ["O", "C", "C", "N", "C", "S", "C", "I", "H", "H", "H", "H"], "coordinates": [[-0.506084, 2.435955, 0.444560], [-0.833719, 1.121990, -0.064998], [-0.103798, -0.104777, 0.167034], [-0.915481, -1.228766, 0.147954], [-0.302489, -2.339158, 0.022463], [1.454517, -2.158333, -0.148409], [1.281250, -0.406297, 0.021541], [2.775296, 1.000618, -0.106876], [0.524669, 2.587843, 0.535122], [-0.716577, 1.297427, -1.116018], [-1.911778, 1.071373, 0.185613], [-0.745804, -3.277879, -0.087983]], "atomic_forces_ev_per_a": [[3.4570, -0.0123, 1.2839], [-1.1258, 3.2401, -0.2191], [2.6285, -2.6213, 0.0603], [-0.4654, 0.7384, 0.3636], [2.5112, 1.4864, -0.3972], [-0.6791, 1.0019, 0.4142], [-2.9407, -0.6003, 0.2635], [0.1010, -0.2304, -0.0360], [-3.1173, -0.7253, -0.4288], [-0.4858, -0.3531, -1.1252], [0.7556, -0.6335, -0.2267], [-0.6393, -1.2908, 0.0474]], "lowdin_charge": [-0.14, -0.24, -0.41, 0.01, -0.43, 0.92, -1.02, 0.93, 0.06, 0.12, 0.14, 0.05], "energy_ha": -980.649346, "smiles": "OCc1ncsc1I", "e_above_lowest_kj_mol": 0.0}

***

{"formula": "C4H4IrO5", "method": "wB97M-V/def2-TZVPD", "species": ["Ir", "C", "O", "C", "O", "C", "O", "C", "O", "H", "H", "O", "H", "H"], "coordinates": [[-0.001703, 0.021704, -0.067725], [0.077382, 1.505181, 1.160100], [0.124913, 2.431459, 1.865444], [-0.007563, 1.192558, -1.521287], [-0.009830, 1.950826, -2.395094], [-1.935795, 0.037759, 0.046571], [-3.090176, 0.116082, 0.105599], [1.934772, -0.076831, -0.060432], [3.096797, -0.065431, -0.067590], [-0.090402, -3.738265, -2.507054], [-0.093343, -3.297957, -3.080926], [-0.002048, -1.290436, 1.639541], [-0.386815, -2.081046, 1.251118], [-0.655088, -0.884504, 2.223235]], "atomic_forces_ev_per_a": [[0.7940, -2.3151, -0.3919], [0.4298, 7.7575, 6.4183], [-0.2237, -4.4839, -3.4838], [-0.3500, 6.7814, -8.4183], [0.0605, -2.9251, 3.2475], [-8.8686, -1.0465, 0.5600], [5.0207, 0.0746, -0.4208], [9.1514, -1.6402, 0.1199], [-5.3861, 0.3191, -0.0937], [0.0234, -2.6214, 3.0678], [-0.0147, 2.3059, -3.3351], [0.0459, -0.1815, 0.8401], [-0.2994, -1.4834, 0.4961], [-0.3831, -0.5413, 1.3940]], "lowdin_charge": [1.61, -0.14, 0.36, -0.18, 0.38, -0.18, 0.31, -0.16, 0.32, 0.23, 0.23, -0.03, 0.12, 0.12], "energy_ha": -633.610384, "charge": 3, "multiplicity": 5, "e_above_lowest_kj_mol": 178.5, "s2": 6.027}

***

{"formula": "C4H4LiO5Tm", "method": "wB97M-V/def2-TZVPD", "species": ["O", "C", "C", "O", "O", "C", "Li", "H", "H", "H", "C", "O", "O", "Tm", "H"], "coordinates": [[-3.392278, -1.077373, -0.405140], [-3.013384, 0.112373, 0.043425], [-2.212640, -1.861618, -0.705845], [-3.620507, 1.137229, -0.099940], [-1.732113, 0.064901, 0.449091], [-1.160543, -1.256541, 0.199046], [0.086300, 1.053413, -0.241352], [-2.004201, -1.744228, -1.778126], [-2.413217, -2.914699, -0.486568], [-1.130388, -1.703403, 1.201778], [1.941409, -1.026936, -0.293102], [1.784060, 0.286784, -0.202072], [3.143502, -1.388405, -0.065048], [4.262006, 0.509213, 0.186798], [0.134806, -1.625860, -0.050128]], "atomic_forces_ev_per_a": [[0.4191, -0.8037, 0.1271], [-2.2777, 1.8175, -2.5098], [-0.2976, -0.3663, -0.3078], [0.8560, -1.3173, 1.1238], [4.0840, 0.2832, -0.0138], [0.8743, -1.9552, 1.6496], [-0.8254, 0.1140, 0.1647], [0.0181, -0.0200, 0.2475], [0.0414, 0.2606, -0.0356], [-0.2803, -0.1998, -0.2692], [4.2382, 3.2699, 1.4972], [-0.8590, -1.6068, -0.5501], [-2.7454, -1.5250, -0.8290], [-0.2925, 0.0199, -0.0244], [-2.9532, 2.0291, -0.2703]], "lowdin_charge": [0.11, -0.57, -0.08, 0.21, -0.02, -0.10, 0.81, 0.15, 0.15, 0.14, -0.26, -0.31, -0.16, 1.75, 0.18], "energy_ha": -1623.075724, "charge": 2, "multiplicity": 3, "e_above_lowest_kj_mol": 385.5, "s2": 2.010}

***

{"formula": "C4H4LiO5V", "method": "wB97M-V/def2-TZVPD", "species": ["O", "C", "O", "O", "C", "C", "H", "H", "H", "H", "O", "O", "C", "Li", "V"], "coordinates": [[2.188329, 1.219599, -1.991678], [1.567354, 0.565825, -1.133260], [1.669553, 0.867214, 0.114715], [0.796436, -0.423588, -1.540060], [0.361094, -1.504364, -0.655156], [-0.683913, -1.153301, 0.383674], [1.262406, -1.883800, -0.149715], [0.035784, -2.264555, -1.378619], [-1.754721, -1.100465, 0.138229], [-0.733778, -2.057779, 1.017776], [-3.635140, 1.433372, 1.010250], [-1.491008, 1.630033, 1.774170], [-2.639423, 1.753655, 1.527524], [2.898700, 2.358080, -0.488447], [0.158329, 0.560076, 1.370596]], "atomic_forces_ev_per_a": [[-0.1760, 0.1260, 1.2739], [0.2199, -0.2617, -2.8149], [-0.0764, 0.4620, 1.7907], [0.0049, 0.1735, 0.1653], [-0.1828, -0.2916, -0.2633], [0.0422, -0.0148, 1.0909], [-0.2288, 0.0647, -0.1570], [0.0903, 0.2342, 0.2145], [0.4092, 0.3797, -0.9298], [0.4193, 0.3244, 0.2832], [0.9755, 2.1584, 1.8347], [-0.9445, 2.1148, 1.2735], [-0.9931, -3.7186, -2.9429], [-0.1561, -0.4897, -0.6062], [0.5961, -1.2611, -0.2124]], "lowdin_charge": [0.01, -0.75, -0.21, 0.04, -0.22, -0.22, 0.13, 0.13, 0.05, 0.06, 0.30, 0.05, -0.26, 0.86, 1.04], "energy_ha": -1482.353084, "charge": 1, "multiplicity": 4, "e_above_lowest_kj_mol": 0.0, "s2": 3.769}

***

{"formula": "C4H4N", "method": "wB97M-V/def2-TZVPD", "species": ["C", "C", "C", "C", "N", "H", "H", "H", "H"], "coordinates": [[2.573159, -0.551788, 0.096010], [-0.152955, 1.215224, -0.238390], [-1.107096, 0.430779, -0.064482], [-1.977812, -0.486893, 0.155882], [2.241693, 0.520802, -0.057918], [3.107112, -1.476843, 0.075044], [0.488507, 1.909726, -0.612537], [-2.397332, -0.660364, 1.168727], [-2.775279, -0.900646, -0.522333]], "atomic_forces_ev_per_a": [[1.2842, -1.2197, -0.3147], [-2.4009, -1.9596, 0.5940], [3.1293, 1.6050, -0.8513], [-4.8862, -1.3492, 1.2505], [-1.2198, 1.2789, -0.0059], [-0.2031, -0.2897, 0.2956], [1.5579, 1.8071, -0.5801], [1.0726, -0.0455, -0.1342], [1.6658, 0.1728, -0.2538]], "lowdin_charge": [0.02, 0.32, -0.06, 0.21, 0.09, 0.08, 0.05, 0.13, 0.15], "energy_ha": -209.102551, "charge": 1, "e_above_lowest_kj_mol": 162.7}

***

{"formula": "C4H4N", "method": "wB97M-V/def2-TZVPD", "species": ["C", "N", "C", "C", "C", "H", "H", "H", "H"], "coordinates": [[-2.358721, -0.102173, 0.164881], [-1.309991, 0.110868, -0.255763], [0.099237, 0.247351, -0.272270], [1.152620, 0.941690, 0.017698], [1.331834, -0.588803, -0.010822], [-3.273782, -0.308657, 0.662752], [1.528774, 1.946205, -0.235131], [1.662212, -1.044897, -0.900435], [1.167821, -1.201580, 0.829086]], "atomic_forces_ev_per_a": [[1.8868, 0.4042, -0.8300], [0.7320, 0.1472, 0.9212], [-1.6040, -0.3935, 0.7184], [-0.5818, 0.5498, -1.5883], [-1.9639, 1.0696, -0.8472], [-0.6867, -0.0979, -0.0299], [0.2821, -0.6996, 0.9995], [1.0131, -0.5783, -0.7129], [0.9225, -0.4015, 1.3692]], "lowdin_charge": [0.35, 0.23, -0.19, 0.14, 0.02, 0.14, 0.14, 0.09, 0.09], "energy_ha": -209.114743, "smiles": "C#[N+]C1=CC1", "charge": 1, "e_above_lowest_kj_mol": 130.7}

***

{"formula": "C4H4N2", "method": "wB97M-V/def2-TZVPD", "species": ["C", "C", "C", "N", "N", "C", "H", "H", "H", "H"], "coordinates": [[-0.790593, -0.772782, 1.238797], [0.163846, 0.078465, 0.466446], [-0.120696, 1.296273, -0.406141], [0.590490, 1.374673, -1.415689], [1.151310, 0.219121, -1.629123], [0.921755, -0.594970, -0.613345], [-1.530518, -0.161961, 1.798015], [-0.714465, -1.768364, 1.335517], [-0.692740, 2.035939, -0.217991], [1.021610, -1.706393, -0.556486]], "atomic_forces_ev_per_a": [[2.7948, 8.6443, -2.3238], [-4.3842, -3.7822, -1.3055], [1.7321, -2.7747, 3.8407], [-0.7795, 2.7201, -1.7768], [2.5218, -6.2166, 0.2434], [0.6463, -0.4931, 0.0119], [0.2077, -0.9875, -0.4386], [0.5098, -3.3813, 0.4117], [-3.9838, 5.0587, 1.9356], [0.7350, 1.2124, -0.5986]], "lowdin_charge": [0.19, -0.13, -0.15, -0.01, -0.01, -0.14, 0.08, 0.01, 0.04, 0.12], "energy_ha": -264.161494, "smiles": "C=C1C=NN=C1", "e_above_lowest_kj_mol": 433.0}